[1]
This record from the OMol25 dataset describes 2 unconnected molecules or ions with the total composition C2H2BrO3S. The level of theory is ωB97M-V/def2-TZVPD.

XYZ file:
```
9
Properties=species:S:1:pos:R:3:mulliken_charge:R:1
C -0.543 -0.829 0.009 -0.38
C -0.643 -0.604 -1.203 -0.18
O 1.184 0.304 2.389 -0.52
O -0.183 2.065 1.268 -0.47
O 1.935 1.393 0.272 -0.51
S 0.818 1.036 1.193 0.97
Br -1.442 -1.940 -2.923 -0.50
H -0.854 -1.656 0.784 0.27
H -0.273 0.230 -1.789 0.33
```

Calculated values
E = -3275.29998 a.u.
molar mass = 186.01 g mol⁻¹
ΔE to the lowest compared entry with this formula, charge and spin = 270.33 kJ/mol
gap between HOMO and LUMO (spin up / spin down) = 7.415 / 7.417 eV
net charge = -1

***

[2]
This record from the OMol25 dataset describes a molecular structure, C29H37N7O2RuS2. The level of theory is ωB97M-V/def2-TZVPD.

XYZ file:
```
78
Properties=species:S:1:pos:R:3:mulliken_charge:R:1
Ru 1.448 0.066 0.768 0.17
C 5.965 -2.192 2.144 -0.86
S 4.505 -2.459 3.155 0.10
C 3.384 -1.379 2.465 0.53
S 3.643 -0.335 1.175 -0.11
N 2.204 -1.315 3.182 -1.42
N 1.377 -0.509 2.624 1.28
C 0.403 0.047 3.433 -1.05
C 0.012 1.266 2.999 1.28
C -1.049 2.045 3.595 -1.47
C -1.528 3.087 2.921 -0.61
C -1.005 3.441 1.562 0.23
C 0.346 2.863 1.339 -0.75
N 0.774 1.807 1.931 -0.64
H 6.661 -2.979 2.426 0.38
H 6.400 -1.220 2.368 0.33
H 5.734 -2.276 1.084 0.29
H 0.124 -0.420 4.367 0.45
H -1.458 1.733 4.546 0.47
H -2.353 3.668 3.311 0.52
H -0.970 4.525 1.443 1.09
H 1.014 3.320 0.617 0.57
C 2.571 0.819 -4.548 -0.95
N 1.397 0.627 -3.686 0.09
C 0.097 0.386 -4.320 -0.73
C 1.519 0.629 -2.392 0.45
N 1.637 0.615 -1.240 -0.45
H 2.464 1.742 -5.116 0.33
H 2.652 -0.023 -5.235 0.34
H 3.468 0.875 -3.938 0.34
H -0.214 1.268 -4.879 0.34
H -0.644 0.155 -3.560 0.12
H 0.185 -0.461 -5.001 0.36
N 1.648 -6.986 -0.318 -0.35
C 1.536 -5.987 -1.218 -0.04
O 1.414 -6.137 -2.412 -0.56
C 1.552 -4.581 -0.666 0.59
C 2.342 -3.629 -1.302 -1.06
C 2.285 -2.321 -0.883 -0.67
N 1.471 -1.905 0.110 0.87
C 0.715 -2.828 0.719 -0.04
C 0.730 -4.166 0.365 -1.00
H 1.636 -7.936 -0.653 0.24
H 1.811 -6.818 0.658 0.20
H 2.979 -3.913 -2.128 0.55
H 2.896 -1.566 -1.350 0.64
H 0.066 -2.482 1.507 0.41
H 0.079 -4.858 0.883 0.54
C -2.539 -1.449 -0.832 -1.24
C -3.182 -0.897 0.444 0.07
C -2.518 -1.455 1.705 -0.92
C -3.219 0.613 0.506 0.24
C -4.374 1.274 0.730 -0.85
C -4.470 2.706 0.942 -1.20
C -3.387 3.473 0.867 -1.71
C -2.046 2.934 0.456 2.33
C -1.798 3.551 -0.984 0.23
C -0.689 2.937 -1.826 -1.06
C -1.606 5.069 -0.942 -1.65
C -1.992 1.391 0.387 -0.22
O -0.891 0.861 0.187 0.73
H -2.731 -2.520 -0.910 0.49
H -1.459 -1.296 -0.834 -0.12
H -2.960 -0.977 -1.721 0.36
H -4.223 -1.227 0.454 0.73
H -1.457 -1.208 1.708 -0.27
H -2.631 -2.539 1.751 0.48
H -2.965 -1.035 2.607 0.40
H -5.292 0.699 0.798 0.47
H -5.436 3.132 1.177 0.47
H -3.457 4.538 1.048 0.60
H -2.738 3.348 -1.508 0.49
H 0.308 3.116 -1.420 0.18
H -0.724 3.400 -2.814 0.55
H -0.814 1.866 -1.945 -0.21
H -0.647 5.343 -0.498 0.41
H -2.398 5.601 -0.419 0.34
H -1.593 5.449 -1.963 0.51
```

Calculated values
E = -2551.76473 a.u.
molar mass = 680.87 g mol⁻¹
ΔE to the lowest compared entry with this formula, charge and spin = 0.00 kJ/mol
gap between HOMO and LUMO (spin up / spin down) = 6.363 / 6.364 eV
net charge = +2

***

[3]
This record from the OMol25 dataset describes C3H3ClS in the gas phase. The level of theory is ωB97M-V/def2-TZVPD.

XYZ file:
```
8
Properties=species:S:1:pos:R:3:mulliken_charge:R:1
C 0.186 -1.316 0.004 -0.40
C -0.647 -0.349 -0.028 0.23
C -1.170 0.832 -0.029 -0.45
S 2.311 1.229 0.099 -0.24
Cl 1.985 -0.789 -0.008 -0.04
H 0.046 -2.374 0.016 0.40
H -1.357 1.378 0.883 0.25
H -1.355 1.389 -0.937 0.25
```

Calculated values
expectation value of S² = 2.006
E = -974.25923 a.u.
molar mass = 106.58 g mol⁻¹
ΔE to the lowest compared entry with this formula, charge and spin = 220.32 kJ/mol
gap between HOMO and LUMO (spin up / spin down) = 6.556 / 7.317 eV
multiplicity = 3

***

[4]
This record from the OMol25 dataset describes a molecular structure, C6H17B2F8O3V. The level of theory is ωB97M-V/def2-TZVPD.

XYZ file:
```
37
Properties=species:S:1:pos:R:3:mulliken_charge:R:1
V 0.570 -1.166 -0.186 1.22
O 0.878 -2.723 -1.476 -0.84
H 0.439 -2.793 -2.329 0.07
B -1.597 -2.778 0.888 0.45
F -2.627 -2.535 1.824 -0.40
F -1.795 -3.987 0.261 -0.36
F -1.542 -1.725 -0.122 -0.36
F -0.390 -2.635 1.564 -0.34
B 3.139 -1.558 0.683 0.46
F 2.578 -0.632 -0.272 -0.35
F 2.087 -2.440 1.039 -0.29
F 4.230 -2.224 0.190 -0.33
F 3.470 -0.801 1.829 -0.43
C 1.734 2.029 1.179 -1.09
C 0.762 1.355 2.130 0.44
C -0.253 2.329 2.692 -1.52
O 0.093 0.302 1.405 0.09
H 2.538 1.331 0.943 0.21
H 2.195 2.902 1.637 0.41
H 1.225 2.264 0.243 0.17
H 1.333 0.869 2.926 0.37
H -0.643 3.021 1.945 0.31
H 0.129 2.869 3.559 0.39
H -1.128 1.800 3.098 0.45
H -0.592 -0.043 1.991 0.07
C -1.997 -0.120 -3.238 -1.26
C -1.111 0.794 -2.441 0.48
C -1.714 1.396 -1.192 -0.87
O 0.061 0.002 -2.025 -0.15
H -2.279 -0.969 -2.598 0.22
H -1.425 -0.634 -4.015 0.34
H -2.915 0.306 -3.635 0.37
H -0.646 1.563 -3.069 0.37
H -2.448 2.141 -1.503 0.48
H -0.934 1.889 -0.616 -0.02
H -2.142 0.605 -0.578 0.09
H 0.714 -0.004 -2.729 0.16
```

Calculated values
expectation value of S² = 3.754
E = -2257.77886 a.u.
molar mass = 361.75 g mol⁻¹
gap between HOMO and LUMO (spin up / spin down) = 6.217 / 7.628 eV
net charge = -1
multiplicity = 4

***

[5]
This record from the OMol25 dataset describes 2 unconnected molecules or ions with the total composition H12N2Si4. The level of theory is ωB97M-V/def2-TZVPD.

XYZ file:
```
18
Properties=species:S:1:pos:R:3:mulliken_charge:R:1
N -1.027 -0.439 -0.331 -0.40
Si -2.027 0.799 -0.945 0.24
Si -2.933 1.547 0.944 0.40
H -0.688 -0.331 0.559 0.22
H -0.974 -1.377 -0.629 0.20
H -1.273 1.748 -1.735 -0.11
H -2.909 -0.019 -1.832 -0.13
H -4.202 2.202 0.818 -0.17
H -3.028 0.588 1.912 -0.14
H -2.178 2.542 1.724 -0.12
N 4.372 -1.336 -1.141 -0.43
Si 2.960 -1.556 -0.126 0.37
Si 2.619 0.106 1.285 -0.10
H 4.937 -0.591 -1.200 0.23
H 4.682 -2.099 -1.733 0.24
H 2.930 -3.111 -0.383 -0.11
H 2.173 -0.762 2.492 -0.10
H 1.208 0.679 0.578 -0.10
```

Calculated values
E = -1274.53428 a.u.
molar mass = 152.45 g mol⁻¹
ΔE to the lowest compared entry with this formula, charge and spin = 270.53 kJ/mol
gap between HOMO and LUMO = 6.931 eV
SMILES string = N[SiH2][SiH3].N[SiH]=[SiH2]